1.
Density functional theory data (ωB97M-V/def2-TZVPD) for an isolated molecule of C9H14 at a distorted geometry.

Each line ends with the Löwdin charge.
Geometry (Å):
1 C -1.15648 0.98487 -1.26919  0.143
2 C 0.13811 1.10754 -1.00568  -0.238
3 C 1.32781 0.63850 -1.91966  -0.093
4 C 1.54256 -0.43505 -0.80484  -0.080
5 C -0.94725 -0.25812 0.42006  -0.383
6 C 0.50085 0.27429 0.24348  -0.368
7 C -1.52197 0.01989 1.73240  -0.074
8 C -1.30718 -1.58578 -0.15953  -0.086
9 C 1.17610 0.91076 1.42245  -0.076
10 H -1.70204 0.71911 -2.15102  0.062
11 H 1.05536 0.23389 -2.85328  0.078
12 H 2.09636 1.40952 -2.09265  0.106
13 H 1.26584 -1.40215 -1.25281  0.102
14 H 2.58042 -0.41786 -0.39400  0.109
15 H -0.99677 0.92358 2.07290  0.057
16 H -1.37361 -0.91330 2.24424  0.085
17 H -2.63762 0.21402 1.62868  0.107
18 H -1.07609 -1.48435 -1.29774  0.100
19 H -2.34888 -1.82616 -0.06438  0.066
20 H -0.76755 -2.51912 0.09353  0.085
21 H 0.61587 1.80630 1.98877  0.119
22 H 2.12844 1.34393 1.08885  0.074
23 H 1.40772 0.25569 2.32942  0.105

Atoms 1-2, force components in eV/Å:
C 1.49 2.29 -2.26
C -1.22 -0.05 -1.76

Values from the calculation:
electronic energy: -351.0175 Ha
largest force on an atom: 5.49 eV/A
frontier orbital gap (spin up / spin down): 6.32 / 7.90 eV
multiplicity: 3


2.
Density functional theory data (ωB97M-V/def2-TZVPD) for a cluster of 2 separate species, C9H14 in total at a distorted geometry.

Each line ends with the Löwdin charge.
Geometry (Å):
1 C 2.80259 -1.47657 -2.06041  -0.159
2 C 1.56859 -0.58097 -2.32420  -0.171
3 H 2.79762 -1.95369 -1.09122  0.048
4 H 2.70751 -2.35961 -2.77512  0.088
5 H 3.72127 -0.99430 -2.25164  0.045
6 H 1.16585 -0.69383 -3.36187  0.074
7 H 0.68047 -0.70045 -1.55193  0.062
8 H 1.87318 0.44320 -2.21319  0.039
9 C 0.04893 1.10426 2.81749  0.003
10 C -1.48403 -0.98779 0.22708  0.012
11 C -2.15206 -0.02471 -0.47176  0.036
12 C -0.61285 -0.53851 1.30776  0.043
13 C -0.84707 0.68699 1.79056  -0.232
14 C -2.43667 1.31151 0.11231  0.017
15 C -1.82259 1.66158 1.29047  0.037
16 H -1.29823 -2.01989 -0.17516  0.150
17 H -2.82286 -0.33292 -1.28488  0.140
18 H 0.05034 -1.20494 1.73171  0.115
19 H -3.03861 2.02556 -0.42835  0.121
20 H 0.63272 0.31400 3.24783  0.104
21 H -0.38936 1.72140 3.60781  0.127
22 H -1.75235 2.74716 1.59398  0.160
23 H 0.60762 1.85253 2.26273  0.141

Atoms 1-2, force components in eV/Å:
C -2.20 -2.19 -1.37
C -1.28 -0.20 0.85

Values from the calculation:
electronic energy: -350.9517 Ha
largest force on an atom: 7.11 eV/A
total charge: +1
frontier orbital gap (spin up / spin down): 10.07 / 5.96 eV
multiplicity: 2